189
Properties=species:S:1:pos:R:3:forces:R:3:lowdin_charge:R:1 method="wB97M-V/def2-TZVPD" energy_ev=-96538.867 e_homo_ha=-0.2965 orbital_gap_ha=0.30348 fmax_ev_per_a=3.33 spin_multiplicity=1 charge=0
H 4.6311 -3.1512 -2.1878 -0.1475 0.5638 0.4192 0.08
H 1.4999 -0.4538 -0.5642 -0.4056 0.2470 -0.1853 0.10
H -4.8300 10.1834 -0.7237 -0.2992 -0.0869 -0.0374 0.11
H 6.1890 -0.7316 -6.0627 -0.1389 -0.1814 0.0952 0.03
H -0.7395 8.6709 -4.2525 -0.8045 -0.2266 -0.3367 0.08
H 2.3671 4.6366 12.6997 -0.1395 0.2822 -0.0904 0.08
H -10.0671 2.4090 -6.8329 -0.5264 0.0988 -0.1736 0.11
H -5.1293 8.5907 -1.4582 -0.0407 0.0610 -0.1768 0.10
H 1.6950 -1.4538 -5.2625 0.5110 -0.4041 0.1563 0.08
C 2.3265 3.4367 8.5457 -0.1699 1.2897 -0.0974 -0.01
H 3.0117 4.3320 11.0953 -0.2918 0.2206 -0.2647 0.07
C -3.2936 7.5822 -3.5768 0.9505 -0.7415 0.7216 -0.02
C 0.7720 3.7288 8.8353 0.5426 -0.3641 0.0792 -0.48
O -1.2693 -12.3631 -5.7384 1.0108 0.9085 0.6349 -0.11
H 7.2238 -10.9042 1.2963 -0.1967 0.2822 -0.2435 0.11
C -10.1655 2.7460 -5.8010 -0.7182 -0.1585 0.6088 -0.12
C -11.6756 2.5722 -5.2769 0.6905 -0.2826 -0.6578 -0.46
H -1.1624 3.8350 12.3125 -0.0369 -0.1040 -0.2148 0.09
O -13.1761 0.9604 -4.3411 -0.2024 0.3340 -0.2773 -0.03
H -2.9264 6.5594 -3.4933 0.0131 -0.2098 0.6779 0.07
H -2.7571 10.4534 -1.6496 0.2788 0.1508 -0.4028 0.12
H -1.6458 10.2036 -3.8098 -0.1588 -0.2636 -0.6894 0.08
H -0.6459 -3.9918 -3.3051 -0.3696 -0.0727 0.0409 0.08
C 0.8162 -2.3566 -3.4686 -1.8210 0.3236 0.4756 -0.50
H 7.8302 -4.4376 7.0971 0.3628 0.2063 0.5935 0.08
C 6.1515 5.8625 1.4388 -0.3301 -0.8071 -1.8209 -0.19
C -2.6882 7.4190 -0.3312 0.0469 -0.6669 1.0926 -0.50
H -0.5437 -4.2383 6.0152 -0.0353 0.2136 -0.3935 0.11
O 7.4383 -3.6090 6.8117 0.8833 -0.2464 0.8716 -0.08
H 1.6321 2.1210 10.3486 0.7399 -1.3176 0.2579 0.06
H -9.9319 3.8100 -5.7634 -0.1355 0.1285 -0.1939 0.11
H -1.3542 -2.3783 -3.6290 0.0283 -0.2470 -0.4607 0.08
O 0.6795 2.0404 10.4367 0.6233 -1.3244 0.0299 0.00
H 0.0278 -0.4397 -2.6299 -0.1411 -0.2438 -0.6909 0.12
H 6.1285 3.3116 -2.7113 0.1352 -0.0324 0.2963 0.02
O 10.3774 -10.3074 1.7318 2.1191 -0.1464 0.5133 -0.06
H 1.3880 -4.8611 -3.9119 -0.2896 -0.7715 -0.2667 0.08
H 7.2082 6.1281 1.4110 0.1523 0.3579 0.0929 0.10
C -1.5538 -4.6468 5.9851 0.3720 -0.5555 0.8173 -0.24
H -8.1380 2.1139 -5.5134 0.0190 -0.5414 0.0210 0.11
C 8.1685 -10.9431 1.8388 -0.9172 2.2197 0.1026 -0.23
H 5.3059 4.3486 -3.4461 -0.1016 0.2102 0.0304 0.03
H 2.9015 2.8802 9.2858 -0.3751 -0.3683 0.0761 0.06
H 4.2519 -4.6279 -2.7335 -0.5614 -0.8651 0.4012 0.08
C 6.8597 -3.9426 5.5876 -2.2951 -0.4191 0.4218 -0.22
H -1.1612 3.1044 7.9966 0.0826 0.0172 -0.0320 0.08
H 0.5835 -11.6611 -4.9691 -0.2279 -0.1472 0.0510 0.11
C 3.9899 -3.9826 -1.8950 0.2117 0.5096 -0.9914 -0.04
C 0.7653 -1.9400 -4.9670 0.9598 -0.0432 0.6046 -0.04
H -13.0880 1.3091 -3.4510 -0.4572 0.1652 0.4869 0.06
H -13.0032 3.4383 -3.6434 -0.4915 0.0443 -0.9319 0.08
C -1.4205 -6.1852 6.1371 1.5958 2.1094 -0.9142 -0.30
C 5.5305 -4.7981 5.9322 0.9122 0.5822 -0.1906 -0.21
H -0.0108 7.3314 -1.4649 0.1796 -0.0428 -0.0275 0.10
H 0.4493 7.2261 9.5859 -0.1613 -0.0577 -0.0868 0.11
C 7.6655 -7.3211 -8.8617 -0.8300 -0.0710 -1.2249 -0.27
H 0.0495 4.4958 13.3533 0.2609 0.0822 -0.0286 0.08
H -2.0590 -4.2688 6.8739 -0.1319 0.0107 0.1986 0.11
C 0.3843 5.6778 11.0621 -0.9510 -0.8463 0.9609 -0.16
H 5.0522 -4.4400 6.8439 0.3434 0.7271 0.0993 0.11
H -3.0606 -4.5794 4.6931 -0.0612 -0.0545 0.2187 0.08
H -4.2790 6.1763 -1.2584 0.0913 -0.0215 -0.1611 0.07
O 6.6999 -0.0698 -6.5289 0.1406 -0.0742 -0.2095 -0.05
C 0.7359 4.1601 11.3327 0.8180 1.8277 0.1315 -0.48
O -2.2048 -4.1643 4.8235 0.3982 -0.1848 -0.3169 -0.06
H 8.5943 -11.8983 1.5316 0.3083 -0.0196 0.9362 0.12
O 5.4977 6.2838 0.1945 0.4742 -0.8413 0.4813 -0.10
O 11.3276 -1.0821 -3.0980 0.1560 0.1412 -0.0724 -0.05
H 0.0788 -1.1154 -5.1589 -0.7488 -0.5836 0.1340 0.08
H -3.9093 5.6005 0.3427 -0.0721 0.7503 0.5049 0.08
C -0.1404 -10.3719 -6.6140 -0.7405 -1.2118 0.2389 -0.24
H 8.5681 -9.0014 -9.1275 0.0413 -0.1220 -0.0908 0.08
H 4.7240 -4.7571 5.2001 0.4283 -0.2165 -0.4834 0.11
H -0.6554 -6.4269 6.8749 0.1119 0.2819 0.0694 0.12
N 0.3729 3.3346 10.1723 -1.7944 2.1110 0.4090 -0.15
H 3.4035 -1.7527 -0.9857 -0.0603 0.4692 -0.7896 0.11
H 6.3018 3.9143 2.4666 0.3093 -0.1596 -0.0297 0.10
H -0.7773 -10.6266 -7.4611 0.1366 0.1305 -0.4336 0.11
O -2.5553 -6.7581 6.5914 -2.1868 -1.4382 0.7949 -0.04
H -0.7027 5.7202 10.9921 -0.3059 -0.2187 -0.0468 0.12
H -1.4368 -13.0842 -6.3496 0.3839 0.1085 -0.1194 0.07
H -3.9018 10.0259 -2.9908 0.3244 0.5209 -0.1993 0.12
H 5.6420 6.4329 2.2155 0.1140 -0.7734 0.6118 0.11
N -11.9096 1.1649 -4.8972 0.8698 -1.2838 -0.7456 -0.11
C -3.5976 8.6078 0.0851 -1.9507 0.0444 -1.0503 -0.12
C 6.1483 4.2617 1.4450 -0.0898 1.9068 -0.6176 -0.19
C -11.3493 -1.2096 -4.3702 -0.3250 0.7539 0.8912 -0.01
C 1.5921 -4.6048 -1.1365 0.8540 0.4517 -0.2985 -0.02
H 1.7491 -0.5853 -3.1006 0.1496 0.7052 0.5260 0.12
H -13.6211 2.8924 -6.1136 -0.1129 0.1534 -0.3331 0.08
H 9.0303 -9.7297 0.3543 -0.0844 0.4609 -0.3039 0.11
C -10.8459 0.6596 -2.6788 -0.3596 -0.9887 0.7488 -0.04
H 6.6566 -2.9716 5.1359 -0.3104 -0.2999 -0.4433 0.11
C -9.1022 1.9740 -5.0247 -1.9810 0.7885 0.5074 -0.18
C -1.2865 9.2255 -3.4900 0.4081 0.1615 1.1262 -0.04
H -11.1909 -1.5777 -5.3838 0.2189 0.3430 0.0302 0.08
C -2.4177 8.5304 -2.6777 0.0271 -0.4534 0.7002 -0.41
H 10.9809 -10.1684 0.9983 0.0015 0.0989 0.1224 0.09
H -4.4357 8.2675 0.6932 0.3208 -0.6522 0.4538 0.11
O 2.0664 -4.2382 -4.1830 0.0356 -0.6550 0.3475 0.00
H 0.4664 -1.8777 -0.5116 -0.7187 0.4020 -0.5019 0.09
H 0.1889 3.2812 6.8119 -0.1884 -0.0754 -0.1040 0.08
H 0.5630 6.2677 11.9611 0.5830 -0.0539 0.0649 0.12
H -9.0375 2.4525 -4.0475 0.3034 -0.0214 0.2604 0.10
H -0.9044 -2.7274 -2.0531 0.5418 -0.3967 0.2531 0.07
H 0.6148 -12.4262 -6.5968 0.3794 0.2561 0.0359 0.11
C -1.7604 7.2259 0.8508 0.5830 -0.0031 0.7730 -0.06
C -4.3599 9.2749 -1.1004 0.8826 -0.7851 1.2181 -0.20
C -0.5907 -2.9272 -3.0777 0.1794 -0.1842 -0.4965 -0.03
H -8.8012 0.1735 -4.1612 -0.0223 -1.1403 -0.2856 0.12
C 2.4528 -2.2849 -0.9545 0.2605 0.6745 0.1285 -0.16
H 6.5727 0.7323 -6.0223 -0.0244 0.2780 0.1324 0.03
H -3.2032 7.6325 -4.6619 -0.2529 1.1891 -0.0206 0.08
C 0.0761 -11.7535 -5.9293 -1.7553 0.0791 -0.6359 -0.18
H 5.4924 7.2397 0.1062 0.1749 0.0517 0.2567 0.07
C 0.8845 6.2470 9.7861 -0.3949 -1.2160 -0.4139 -0.17
O 7.1182 3.7387 0.4880 -1.2009 0.4796 1.0772 -0.08
C -9.5901 0.5367 -4.8198 1.6484 0.2959 -0.2118 -0.15
O -0.8017 6.9128 -1.8126 -0.7133 -0.3640 0.1476 -0.02
C -10.9106 0.3204 -4.1394 -1.1739 0.3896 -1.6821 -0.49
H -10.3528 -0.2134 -2.2513 0.1291 0.2321 0.5647 0.09
H -1.2870 8.1736 1.1072 0.1340 0.0854 -0.1530 0.08
H 10.6673 -0.8988 -2.4297 -0.1682 0.0970 0.1542 0.03
H -12.3260 3.9418 -6.7925 -0.2856 0.1932 0.0418 0.08
H -3.1577 9.3975 0.6942 0.7694 -0.2090 -0.2551 0.11
C 2.2192 4.0543 11.7902 0.1428 -0.3375 0.2302 -0.03
H -11.8614 0.6536 -2.2827 0.0273 0.0166 0.3873 0.08
H 9.3926 -6.2373 -9.4290 0.5306 -0.2223 -0.6752 0.11
C -0.1002 2.9423 7.8067 1.0138 0.2346 0.7448 -0.03
O 8.3363 -8.4577 -8.3710 0.2330 0.1605 0.1479 -0.06
H 2.5846 3.0429 7.5626 -0.5779 -0.4409 0.0021 0.08
O 5.6992 3.4821 -3.5497 -0.0094 -0.1926 -0.2686 -0.05
H 2.4508 3.0441 12.1278 -0.0676 -0.2762 -0.1342 0.08
C 1.2133 -1.3539 -1.1081 1.7302 -1.0168 -0.7058 -0.15
H -0.4553 9.5136 -2.8464 -0.1053 -0.0557 0.6360 0.07
N -1.8095 7.8273 -1.4267 -0.9893 2.4222 -1.9976 -0.11
C 0.4122 5.2132 8.7045 1.8393 1.0359 -1.0221 -0.13
H -2.7954 5.2804 -0.8518 0.2512 0.2617 -0.5190 0.08
H -1.0439 -6.5544 5.1833 -0.1524 -0.3841 -0.3152 0.12
H -3.3021 -6.6557 5.9970 0.0939 0.0021 -0.1613 0.09
O 5.8500 -6.1598 6.1766 0.0953 -0.2791 -0.5754 -0.08
H 2.0679 -4.9816 -0.2311 0.1371 -0.0635 -0.0017 0.08
H 7.2756 -6.7443 -8.0229 0.7994 0.3154 0.1679 0.12
H 6.4503 -6.2190 6.9234 -0.0890 0.0263 0.1365 0.07
H -0.6460 5.2561 8.4469 0.0084 0.4345 0.3293 0.12
H -10.9133 -1.9043 -3.6523 0.8607 0.1957 -0.0835 0.07
H 1.3872 -5.4617 -1.7783 -0.0810 -0.0230 -0.0491 0.07
C -3.4703 6.0754 -0.5346 0.0522 0.1419 -0.4356 -0.02
N 1.9731 -3.2434 -3.2397 1.1037 2.7418 1.5432 -0.12
O -0.8629 -9.4128 -5.8240 1.1327 -0.5172 -0.2425 -0.07
H 1.9614 6.4146 9.8029 0.1815 -0.3483 -0.2516 0.11
H 1.0124 5.5425 7.8562 -0.5397 -0.0696 -0.7684 0.11
H 2.8602 4.3869 8.5274 -0.0672 0.3270 0.1983 0.07
H 4.3245 -4.3354 -0.9194 -0.0297 -0.2668 -0.1770 0.09
H 8.9657 -8.8321 1.8893 -0.4229 -0.1175 0.2518 0.12
C -3.3501 9.6697 -2.1208 0.4182 -0.5686 -1.0877 -0.17
H 7.3174 -9.9854 3.3059 -0.0111 -0.0276 -0.1051 0.08
H 8.4015 -6.4829 -11.9011 0.0548 0.0763 0.1622 0.07
H 5.1528 3.9584 1.1209 0.1970 -0.2174 -0.1249 0.11
H 0.6549 -2.8417 -5.5694 -0.4050 0.4038 -0.2606 0.08
H -0.9653 6.5082 0.6484 -0.1384 -0.1579 0.0037 0.08
H -10.3474 1.5703 -2.3467 0.0698 -0.0187 -0.4535 0.08
C 2.5287 -3.5338 -1.8411 -1.9297 -0.8794 -0.4267 -0.44
C -12.0245 3.5218 -4.1160 0.9116 0.6964 1.0431 -0.05
O 7.9003 -10.7436 3.2223 0.0994 -1.3621 0.4561 -0.07
H 0.8099 -9.9989 -6.9960 -0.1147 0.4742 0.3773 0.12
C -0.0975 3.7855 12.5397 -0.7371 -0.3655 0.4118 -0.05
O 8.4973 -7.1509 -11.2183 0.3635 -0.0641 1.6471 -0.08
H 7.8950 -5.5683 -10.0585 -0.0326 0.1590 0.2606 0.11
H -12.5072 2.3121 -7.3839 0.2261 -0.3642 0.3660 0.08
H -11.4340 3.4383 -3.2036 0.7827 -0.8047 -0.0923 0.07
H 7.9472 4.1898 0.6639 0.1825 -0.0156 -0.0039 0.07
H 0.1412 1.8851 7.9166 -0.1736 -0.0236 -0.1613 0.08
H 6.7308 -7.6047 -9.3454 -0.1766 -0.3726 -0.3327 0.11
H 7.5735 -4.5284 5.0085 -0.3305 -0.0869 -0.4408 0.11
C 0.9059 -1.0854 -2.6241 1.3796 -0.1828 1.4034 -0.13
C 9.1259 -9.8109 1.4371 -0.9002 -1.3809 -1.7223 -0.28
H -4.3219 7.5990 -3.2156 -0.0473 -0.0582 -0.4198 0.06
C 8.4450 -6.4962 -9.9014 -0.9853 0.1447 -0.0576 -0.21
H 0.1039 2.7938 12.9445 0.1363 -0.0557 -0.2092 0.08
C -12.5993 2.9306 -6.4912 0.3081 0.1280 1.0746 -0.03
H -2.2918 6.9243 1.7534 -0.1575 -0.2257 -0.0852 0.09
H 2.4948 -2.5829 0.0931 -0.2870 -0.5314 0.1206 0.11
H -12.3965 -1.3978 -4.1335 -0.2706 0.6677 -0.2619 0.07
H -1.6691 -9.8644 -5.5640 -0.2018 -0.0727 0.0990 0.07
H 11.2822 -2.0295 -3.2267 0.0152 -0.2354 -0.0805 0.03
H 0.6627 -4.1356 -0.8139 -0.0777 -0.0633 -0.2570 0.07
H -11.7891 4.5669 -4.3174 -0.5643 0.1298 -0.6373 0.08
H -9.6727 0.0292 -5.7809 0.5621 -0.1497 -0.0105 0.12